i.
Computed, not measured: 2 unconnected molecules or ions with the total composition C8H14NO, with ωB97M-V/def2-TZVPD.

Results
Lowest unoccupied orbital energy ... -0.1262 hartree
Total charge ... +1

Each atom is followed by the atoms it is bonded to, with distances in Å.
Element x y z (Å)
1 C 2.66 -1.18 0.18  C7 1.473, H14 1.106, H15 1.080, H16 1.089
2 C -1.54 -1.05 -0.53  C3 1.404, C4 1.383, O8 1.374
3 C -0.65 -0.86 -1.60  C2 1.404, C5 1.378, H10 1.092
4 C -1.13 -1.60 0.67  C2 1.383, C6 1.409, H11 1.075
5 C 0.70 -0.84 -1.31  C3 1.378, C7 1.426, H12 1.090
6 C 0.26 -1.75 0.83  C4 1.409, C7 1.384, H13 1.104
7 C 1.20 -1.22 -0.03  C1 1.473, C5 1.426, C6 1.384
8 O -2.74 -0.43 -0.81  C2 1.374, H9 0.966
9 H -3.56 -0.89 -0.60  O8 0.966
10 H -1.01 -0.86 -2.63  C3 1.092
11 H -1.84 -1.89 1.42  C4 1.075
12 H 1.41 -0.48 -2.06  C5 1.090
13 H 0.74 -2.16 1.74  C6 1.104
14 H 3.28 -0.51 -0.45  C1 1.106
15 H 3.19 -2.11 -0.01  C1 1.080
16 H 2.89 -0.80 1.17  C1 1.089
17 C 0.26 2.54 0.50  N18 1.525, H22 1.093, H23 1.087, H24 1.084
18 N -1.21 2.12 0.46  C17 1.525, H19 1.037, H20 1.027, H21 1.026
19 H -1.43 1.54 -0.36  N18 1.037
20 H -1.54 1.59 1.28  N18 1.027
21 H -1.75 2.99 0.57  N18 1.026
22 H 0.31 3.54 0.93  C17 1.093
23 H 0.74 2.48 -0.48  C17 1.087
24 H 0.77 1.83 1.14  C17 1.084

=====

ii.
Computed, not measured: a gas-phase ion, C8H14NO (charge +1), with ωB97M-V/def2-TZVPD.

Results
Lowest unoccupied orbital energy ... -0.0968 hartree
Total charge ... +1
SMILES string ... C#C[C@@](C)(O)C[NH+]1CCC1

Each atom is followed by the atoms it is bonded to, with distances in Å.
Element x y z (Å)
1 C 0.02 0.00 -3.10  C2 1.197, H11 1.039
2 C 0.21 0.67 -2.12  C1 1.197, C8 1.441
3 C -1.08 -2.12 1.61  C4 1.535, C5 1.564, H12 1.060, H13 0.988
4 C -1.35 -0.93 0.69  C3 1.535, N9 1.463, H14 1.060, H15 1.070
5 C 0.40 -2.01 1.13  C3 1.564, N9 1.479, H16 1.005, H17 1.013
6 C 0.95 2.68 -0.72  C8 1.501, H18 1.000, H19 1.028, H20 1.174
7 C 0.86 0.37 0.10  C8 1.660, N9 1.525, H21 1.008, H22 1.158
8 C 0.11 1.45 -0.91  C2 1.441, C6 1.501, C7 1.660, O10 1.427
9 N 0.03 -0.91 0.21  C4 1.463, C5 1.479, C7 1.525, H23 0.954
10 O -1.27 1.68 -0.59  C8 1.427, H24 0.916
11 H 0.14 -0.64 -3.90  C1 1.039
12 H -1.05 -2.05 2.67  C3 1.060
13 H -1.48 -3.01 1.43  C3 0.988
14 H -2.22 -1.06 0.10  C4 1.060
15 H -1.64 0.01 1.13  C4 1.070
16 H 1.05 -1.65 1.81  C5 1.005
17 H 0.68 -2.91 0.77  C5 1.013
18 H 0.74 3.33 -1.44  C6 1.000
19 H 0.89 3.10 0.22  C6 1.028
20 H 2.09 2.47 -0.90  C6 1.174
21 H 1.74 0.14 -0.33  C7 1.008
22 H 1.03 0.74 1.18  C7 1.158
23 H -0.10 -1.28 -0.66  N9 0.954
24 H -1.70 2.18 -1.23  O10 0.916

=====

According to the calculations, the structures order from most to least stable as i, ii.

=====

i.
Computed, not measured: 2 unconnected molecules or ions with the total composition C2H4OSi, with ωB97M-V/def2-TZVPD.

Results
Lowest unoccupied orbital energy (alpha / beta) ... -0.0874 / -0.0847 hartree

Each atom is followed by the atoms it is bonded to, with distances in Å.
Element x y z (Å)
1 C 1.44 -2.41 1.76  C2 1.241, H5 1.006
2 C 0.90 -1.33 1.49  C1 1.241
3 O 0.88 0.55 0.46  Si4 1.602
4 Si -0.02 0.99 -0.78  O3 1.602, H6 1.464, H7 1.440, H8 1.477
5 H 1.55 -3.40 1.92  C1 1.006
6 H 0.58 0.59 -2.05  Si4 1.464
7 H 0.49 2.29 -0.44  Si4 1.440
8 H -1.44 1.34 -0.99  Si4 1.477

=====

ii.
Computed, not measured: a single C2H4OSi molecule, with ωB97M-V/def2-TZVPD.

Results
Lowest unoccupied orbital energy ... 0.0267 hartree
SMILES string ... C#CO[SiH3]

Each atom is followed by the atoms it is bonded to, with distances in Å.
Element x y z (Å)
1 C -2.32 0.34 -0.02  C2 1.206, H5 1.047
2 C -1.26 -0.23 -0.11  C1 1.206, O3 1.339
3 O -0.04 -0.76 -0.07  C2 1.339, Si4 1.648
4 Si 1.47 -0.08 -0.05  O3 1.648, H6 1.568, H7 1.459, H8 1.645
5 H -3.33 0.41 0.26  C1 1.047
6 H 1.21 1.45 -0.31  Si4 1.568
7 H 2.28 -0.62 -1.14  Si4 1.459
8 H 1.99 -0.52 1.44  Si4 1.645

=====

According to the calculations, the structures order from most to least stable as ii, i.

=====

i.
Computed, not measured: 3 unconnected molecules or ions with the total composition C2H9N4, with ωB97M-V/def2-TZVPD.

Results
Lowest unoccupied orbital energy (alpha / beta) ... -0.1779 / -0.1780 hartree
Total charge ... +1

Each atom is followed by the atoms it is bonded to, with distances in Å.
Element x y z (Å)
1 C 3.15 -0.04 0.21  N3 1.190, H7 1.119
2 C 0.58 0.31 0.53  N4 1.303, N5 1.280
3 N 3.40 -0.60 -0.81  C1 1.190, H8 1.027
4 N -0.03 1.43 0.80  C2 1.303, H9 1.065, H10 1.026
5 N 0.04 -0.69 -0.05  C2 1.280, H11 1.058, H12 1.024
6 N -2.78 -0.36 -0.43  H13 0.959, H14 1.004, H15 0.987
7 H 3.52 0.76 0.90  C1 1.119
8 H 2.66 -1.18 -1.22  N3 1.027
9 H -1.10 1.45 0.84  N4 1.065
10 H 0.48 2.13 1.34  N4 1.026
11 H 0.60 -1.50 -0.45  N5 1.058
12 H -0.95 -0.72 -0.30  N5 1.024
13 H -3.24 -1.00 0.12  N6 0.959
14 H -3.15 -0.49 -1.35  N6 1.004
15 H -3.18 0.50 -0.15  N6 0.987

=====

ii.
Computed, not measured: 2 unconnected molecules or ions with the total composition C2H9N4, with ωB97M-V/def2-TZVPD.

Results
Lowest unoccupied orbital energy ... -0.1187 hartree
Total charge ... +1

Each atom is followed by the atoms it is bonded to, with distances in Å.
Element x y z (Å)
1 C -0.96 -0.23 1.30  C2 1.450, N3 1.532, H7 1.048, H8 1.030
2 C -0.23 -0.96 0.28  C1 1.450, N3 1.285, N4 1.260
3 N -1.30 -0.41 -0.18  C1 1.532, C2 1.285, N6 1.334
4 N 0.64 -1.87 0.27  C2 1.260, H9 0.959, H10 1.006
5 N 1.27 0.96 -0.27  H11 1.040, H12 1.033, H13 0.929
6 N -1.62 0.46 -1.14  N3 1.334, H14 1.023, H15 1.009
7 H -1.76 -0.57 1.88  C1 1.048
8 H -0.70 0.70 1.66  C1 1.030
9 H 1.14 -2.03 1.06  N4 0.959
10 H 1.05 -2.21 -0.59  N4 1.006
11 H 0.68 1.82 -0.28  N5 1.040
12 H 1.93 1.35 0.41  N5 1.033
13 H 1.68 0.90 -1.10  N5 0.929
14 H -1.73 1.43 -0.86  N6 1.023
15 H -2.30 0.28 -1.86  N6 1.009

=====

According to the calculations, the structures order from most to least stable as i, ii.

=====

i.
Computed, not measured: a gas-phase ion, C2H9N4 (charge +1), with ωB97M-V/def2-TZVPD.

Results
Lowest unoccupied orbital energy ... -0.1189 hartree
Total charge ... +1
SMILES string ... NC1(N)CN1[NH3+]

Each atom is followed by the atoms it is bonded to, with distances in Å.
Element x y z (Å)
1 C 0.52 -1.24 -0.30  C2 1.573, N3 1.427, H7 1.157, H8 1.171
2 C -0.47 -0.03 -0.42  C1 1.573, N3 1.495, N4 1.410, N5 1.450
3 N -0.09 -0.69 0.87  C1 1.427, C2 1.495, N6 1.424
4 N -1.77 0.00 -0.95  C2 1.410, H9 0.999, H10 1.004
5 N 0.21 1.25 -0.52  C2 1.450, H11 0.993, H12 1.045
6 N 0.82 0.11 1.62  N3 1.424, H13 1.194, H14 1.091, H15 0.993
7 H 0.22 -2.34 -0.48  C1 1.157
8 H 1.67 -1.08 -0.49  C1 1.171
9 H -2.25 -0.87 -1.01  N4 0.999
10 H -2.04 0.54 -1.76  N4 1.004
11 H 0.81 1.17 -1.30  N5 0.993
12 H -0.41 2.07 -0.72  N5 1.045
13 H 0.80 1.13 1.00  N6 1.194
14 H 1.72 -0.33 2.04  N6 1.091
15 H 0.27 0.32 2.43  N6 0.993

=====

ii.
Computed, not measured: 2 unconnected molecules or ions with the total composition C2H9N4, with ωB97M-V/def2-TZVPD.

Results
Lowest unoccupied orbital energy ... -0.1148 hartree
Total charge ... +1

Each atom is followed by the atoms it is bonded to, with distances in Å.
Element x y z (Å)
1 C 2.19 0.28 0.00  N3 1.216, N4 1.202
2 C -2.18 0.39 0.03  N6 1.495, H7 1.108, H8 1.116, H9 1.126
3 N 1.34 1.15 0.06  C1 1.216, H10 0.975
4 N 2.88 -0.70 -0.01  C1 1.202, H11 1.017
5 N -0.03 -1.04 0.34  N6 1.390, H12 0.993, H13 0.999
6 N -0.85 -0.17 -0.37  C2 1.495, N5 1.390, H14 1.156, H15 1.069
7 H -2.38 0.32 1.11  C2 1.108
8 H -2.22 1.47 -0.25  C2 1.116
9 H -2.94 -0.18 -0.57  C2 1.126
10 H 1.37 2.12 -0.01  N3 0.975
11 H 3.79 -1.05 -0.32  N4 1.017
12 H 0.21 -0.70 1.25  N5 0.993
13 H -0.12 -2.03 0.39  N5 0.999
14 H -0.14 0.73 -0.29  N6 1.156
15 H -0.92 -0.59 -1.35  N6 1.069

=====

According to the calculations, the structures order from most to least stable as ii, i.